No. 1
Below is C11H14AsBN3O9STi as an isolated structure, with properties calculated with the ωB97M-V functional and the def2-TZVPD basis.

Largest force on an atom (eV/Å): 2.93
Charge: -1
Gap between HOMO and LUMO (eV): 8.668
DFT total energy (Ha): -4777.555823

Element x y z (Å)
Ti 0.393 0.917 -0.264
N 1.229 1.075 1.945
C 2.141 2.227 2.122
C 2.123 3.043 0.869
O 2.906 3.996 0.814
N 1.268 2.711 -0.179
C 1.069 3.614 -1.340
C 0.122 2.910 -2.330
O -0.195 3.437 -3.390
O -0.215 1.684 -2.006
H 0.343 1.246 2.435
H 1.617 0.184 2.243
H 3.187 1.916 2.285
H 1.942 2.881 2.971
H 2.028 3.863 -1.811
H 0.555 4.516 -0.964
O -2.948 0.643 -1.428
As -2.610 0.438 0.304
O -3.645 0.830 1.518
O -1.196 1.344 0.685
C -2.867 -1.537 0.432
C -4.056 -2.076 0.941
C -4.281 -3.444 0.861
C -3.267 -4.280 0.374
C -2.026 -3.759 -0.054
C -1.866 -2.365 -0.037
S -0.248 -1.807 -0.487
O 0.454 -2.857 -1.186
O -0.480 -0.603 -1.424
O 0.303 -1.171 0.740
H -2.143 1.146 -1.821
H -4.696 -1.358 1.429
H -5.225 -3.893 1.120
H -3.510 -5.334 0.324
H -1.177 -4.414 -0.308
B 4.612 -1.215 -0.909
C 3.284 -0.406 -0.845
N 2.252 0.108 -0.785
H 4.491 -2.101 -1.768
H 4.904 -1.799 0.134
H 5.429 -0.310 -1.209

No. 2
Below is C11H14Cl15N3 as an isolated structure, with properties calculated with the ωB97M-V functional and the def2-TZVPD basis.

Largest force on an atom (eV/Å): 19.78
Gap between HOMO and LUMO (eV): 5.480
DFT total energy (Ha): -7492.597425

Element x y z (Å)
C 0.368 0.566 0.325
C 0.878 -0.203 -0.787
N 1.284 -0.819 -1.703
H -0.585 0.139 0.637
H 0.182 1.610 0.071
H 1.043 0.480 1.176
C 1.882 -1.368 -2.714
C 1.900 -2.565 -3.534
N 1.947 -3.577 -4.165
H 2.055 -1.694 -1.689
H 0.990 -0.765 -2.884
H 2.702 -0.813 -3.171
C -1.095 -1.786 2.805
C -0.021 -0.892 2.385
N 0.867 -0.148 2.122
H -0.742 -2.745 3.184
H -1.684 -2.221 1.998
H -1.767 -1.325 3.529
C 1.595 2.136 -1.650
Cl 2.003 1.967 0.104
Cl 2.584 3.467 -2.350
Cl -0.120 2.629 -1.955
H 1.843 1.219 -2.184
C 1.232 1.507 2.693
Cl -0.133 1.923 3.862
Cl 2.494 0.480 3.412
Cl 2.012 3.080 2.203
H 0.854 1.101 1.755
C -0.671 -2.024 -1.548
Cl -2.267 -2.650 -0.994
Cl -0.830 -1.296 -3.168
Cl 0.520 -3.297 -1.582
H -0.343 -1.181 -0.940
C -3.084 -1.459 0.662
Cl -1.614 -0.398 0.757
Cl -3.967 -1.227 -0.885
Cl -4.008 -1.151 2.092
H -2.754 -2.498 0.640
C -1.159 3.217 0.360
Cl 0.542 3.813 0.281
Cl -1.239 1.542 0.964
Cl -2.024 3.391 -1.210
H -1.671 3.838 1.096

Among the records above, which one has the lowest largest force on an atom? C11H14AsBN3O9STi

Which of these has the lowest DFT total energy? C11H14Cl15N3

What is the formula in the second record? C11H14Cl15N3

Copy entry 1 word for word.
Below is C11H14AsBN3O9STi as an isolated structure, with properties calculated with the ωB97M-V functional and the def2-TZVPD basis.

Largest force on an atom (eV/Å): 2.93
Charge: -1
Gap between HOMO and LUMO (eV): 8.668
DFT total energy (Ha): -4777.555823

Element x y z (Å)
Ti 0.393 0.917 -0.264
N 1.229 1.075 1.945
C 2.141 2.227 2.122
C 2.123 3.043 0.869
O 2.906 3.996 0.814
N 1.268 2.711 -0.179
C 1.069 3.614 -1.340
C 0.122 2.910 -2.330
O -0.195 3.437 -3.390
O -0.215 1.684 -2.006
H 0.343 1.246 2.435
H 1.617 0.184 2.243
H 3.187 1.916 2.285
H 1.942 2.881 2.971
H 2.028 3.863 -1.811
H 0.555 4.516 -0.964
O -2.948 0.643 -1.428
As -2.610 0.438 0.304
O -3.645 0.830 1.518
O -1.196 1.344 0.685
C -2.867 -1.537 0.432
C -4.056 -2.076 0.941
C -4.281 -3.444 0.861
C -3.267 -4.280 0.374
C -2.026 -3.759 -0.054
C -1.866 -2.365 -0.037
S -0.248 -1.807 -0.487
O 0.454 -2.857 -1.186
O -0.480 -0.603 -1.424
O 0.303 -1.171 0.740
H -2.143 1.146 -1.821
H -4.696 -1.358 1.429
H -5.225 -3.893 1.120
H -3.510 -5.334 0.324
H -1.177 -4.414 -0.308
B 4.612 -1.215 -0.909
C 3.284 -0.406 -0.845
N 2.252 0.108 -0.785
H 4.491 -2.101 -1.768
H 4.904 -1.799 0.134
H 5.429 -0.310 -1.209